Molecular formula: C27H33BrINOSW
Method: DFT, the ωB97M-V functional and the def2-TZVPD basis

Summary:
- HOMO (alpha / beta) (eV) = -7.5145 / -8.3430
- HOMO-LUMO gap (alpha / beta) (Eh) = 0.25464 / 0.28475
- energy above the lowest of the compared OMol25 structures with the same formula, charge and spin (eV) = 0.359
- LUMO (alpha / beta) (eV) = -0.59 / -0.59
- 2S+1 = 3

```
66
Properties=species:S:1:pos:R:3:lowdin_spin:R:1
W 0.108 -0.381 0.527 0.939
C -2.102 0.498 2.651 0.007
N -1.944 0.357 1.194 0.006
C -2.289 1.651 0.565 0.000
C -2.864 -0.685 0.668 0.002
C -2.500 -0.976 -0.764 0.005
C -3.435 -1.522 -1.628 0.000
C -3.073 -1.794 -2.941 0.002
C -1.783 -1.517 -3.372 0.000
C -0.842 -1.002 -2.488 0.008
C -1.175 -0.736 -1.160 0.010
H -3.112 0.852 2.879 0.001
H -1.367 1.211 3.021 0.000
H -1.938 -0.466 3.127 0.001
H -3.314 1.916 0.844 0.000
H -2.213 1.578 -0.517 0.000
H -1.608 2.411 0.930 0.000
H -3.905 -0.351 0.751 0.000
H -2.728 -1.573 1.289 0.000
H -4.444 -1.722 -1.286 0.000
H -3.798 -2.209 -3.628 0.000
H -1.501 -1.717 -4.397 0.000
H 0.168 -0.827 -2.833 0.001
S 0.044 -2.402 1.253 -0.082
Br 4.900 -3.232 0.004 0.025
C 5.459 -2.601 -1.695 0.080
C 6.686 -3.005 -2.211 0.028
C 7.079 -2.552 -3.463 -0.021
C 6.266 -1.700 -4.200 0.031
C 5.038 -1.290 -3.685 0.081
C 4.689 -1.762 -2.447 0.654
I 2.385 -0.302 -0.940 0.109
H 7.317 -3.671 -1.638 0.006
H 8.032 -2.870 -3.866 -0.001
H 6.582 -1.353 -5.175 0.005
H 4.390 -0.626 -4.242 0.012
C 3.195 -0.865 2.885 0.002
C 2.501 0.185 3.752 0.001
C 1.151 -0.280 4.285 0.001
C 2.488 1.567 3.114 0.007
C 3.413 2.469 3.639 -0.001
C 3.586 3.742 3.131 0.008
C 2.801 4.128 2.064 -0.001
C 1.844 3.283 1.507 0.008
C 0.992 3.898 0.409 0.001
C 0.679 3.036 -0.810 0.001
C -0.247 4.553 1.039 0.000
C 1.685 1.999 2.043 0.002
O 0.747 1.193 1.459 0.061
H 3.442 -1.743 3.486 0.000
H 4.119 -0.469 2.461 0.000
H 2.577 -1.207 2.055 0.000
H 3.135 0.308 4.635 0.000
H 0.448 -0.492 3.485 0.001
H 0.712 0.474 4.941 0.000
H 1.272 -1.203 4.856 0.000
H 4.032 2.138 4.465 0.000
H 4.325 4.411 3.549 0.001
H 2.922 5.117 1.637 0.000
H 1.602 4.719 0.022 0.000
H 0.044 2.174 -0.592 0.001
H 1.594 2.650 -1.261 0.000
H 0.162 3.646 -1.553 0.000
H -0.749 3.874 1.729 0.000
H -0.962 4.876 0.280 0.000
H 0.044 5.424 1.627 0.000
```

***

Molecular formula: C27H33Cl9F18O12
Method: DFT, the ωB97M-V functional and the def2-TZVPD basis

Summary:
- HOMO (eV) = -11.1587
- HOMO-LUMO gap (Eh) = 0.42070
- energy above the lowest of the compared OMol25 structures with the same formula, charge and spin (eV) = 0.000
- LUMO (eV) = 0.29
- SMILES string = CCOC(=O)C(F)(F)F.CCOC(=O)C(F)(F)F.CCOC(=O)C(F)(F)F.CCOC(=O)C(F)(F)F.CCOC(=O)C(F)(F)F.CCOC(=O)C(F)(F)F.ClC(Cl)Cl.ClC(Cl)Cl.ClC(Cl)Cl

```
99
Properties=species:S:1:pos:R:3:lowdin_charge:R:1
C -8.700 11.035 -5.784 -0.044
C -7.430 10.947 -6.738 -0.184
O -6.366 10.420 -5.918 -0.003
C -5.259 9.942 -6.547 -0.325
O -5.155 9.687 -7.744 0.138
C -4.066 9.648 -5.559 -0.502
F -2.880 9.746 -6.215 0.143
F -4.087 10.485 -4.512 0.164
F -4.171 8.356 -5.175 0.151
H -8.942 9.999 -5.549 0.071
H -9.559 11.393 -6.352 0.075
H -8.339 11.552 -4.894 0.075
H -7.185 11.884 -7.239 0.126
H -7.683 10.187 -7.476 0.115
C -6.894 2.817 3.687 -0.066
C -8.288 3.067 4.307 -0.173
O -9.084 2.259 3.440 -0.031
C -10.459 2.284 3.335 -0.282
O -11.227 3.034 3.985 0.119
C -10.922 1.318 2.242 -0.595
F -10.353 1.647 1.086 0.174
F -10.563 0.091 2.633 0.173
F -12.201 1.358 1.981 0.200
H -6.099 3.304 4.252 0.071
H -6.772 3.187 2.669 0.078
H -6.511 1.797 3.639 0.076
H -8.594 4.101 4.152 0.126
H -8.411 2.771 5.349 0.129
C 8.276 -14.598 -0.061 -0.064
C 6.751 -14.477 0.048 -0.216
O 6.496 -13.449 0.982 0.002
C 5.239 -12.868 0.947 -0.324
O 4.303 -13.203 0.260 0.160
C 5.000 -11.755 1.985 -0.617
F 4.984 -10.560 1.338 0.157
F 3.870 -11.994 2.494 0.245
F 5.951 -11.823 2.912 0.176
H 8.608 -15.554 -0.466 0.073
H 8.770 -14.722 0.903 0.075
H 8.802 -13.825 -0.621 0.079
H 6.260 -15.370 0.433 0.131
H 6.343 -14.233 -0.933 0.124
C -6.693 -5.969 1.048 -0.069
C -6.512 -5.932 2.571 -0.177
O -6.470 -7.286 3.121 -0.007
C -5.413 -7.752 3.889 -0.281
O -4.359 -7.105 4.001 0.118
C -5.658 -9.083 4.613 -0.581
F -5.344 -8.946 5.908 0.171
F -6.911 -9.414 4.528 0.201
F -4.930 -10.081 4.079 0.166
H -7.546 -6.590 0.774 0.071
H -5.919 -6.477 0.473 0.077
H -6.959 -5.032 0.557 0.077
H -7.341 -5.372 3.002 0.121
H -5.601 -5.411 2.866 0.112
C 11.628 4.379 -1.376 -0.082
C 12.156 5.283 -0.310 -0.232
O 13.570 5.247 -0.197 -0.010
C 14.350 4.069 -0.034 -0.276
O 13.844 2.987 0.278 0.152
C 15.771 4.374 -0.325 -0.538
F 16.278 5.291 0.568 0.141
F 16.465 3.236 -0.243 0.177
F 15.916 4.921 -1.533 0.180
H 10.598 4.631 -1.628 0.083
H 11.734 3.327 -1.114 0.071
H 12.195 4.403 -2.307 0.087
H 11.729 5.067 0.669 0.126
H 11.726 6.259 -0.535 0.122
C 1.738 2.682 -1.411 -0.060
C 0.697 2.183 -0.404 -0.228
O 0.725 0.854 0.044 0.036
C 0.376 -0.171 -0.750 -0.328
O 0.055 -0.081 -1.937 0.136
C 0.458 -1.588 -0.133 -0.553
F -0.031 -2.511 -0.962 0.173
F 1.737 -1.874 0.202 0.160
F -0.326 -1.623 0.925 0.181
H 1.706 2.157 -2.365 0.074
H 2.686 2.522 -0.897 0.078
H 1.674 3.740 -1.667 0.081
H -0.283 2.335 -0.856 0.123
H 0.765 2.874 0.437 0.126
Cl 1.889 0.165 -8.061 0.509
C 0.289 -0.122 -8.764 -1.559
Cl 0.156 -1.667 -9.651 0.517
Cl -0.218 1.327 -9.615 0.529
H -0.363 -0.190 -7.894 0.004
Cl -1.985 -3.006 8.521 0.524
C -0.257 -3.149 8.218 -1.514
Cl 0.675 -3.520 9.721 0.486
Cl 0.386 -1.704 7.374 0.494
H -0.112 -3.997 7.549 0.009
Cl 3.468 9.265 2.304 0.503
C 2.383 10.333 1.422 -1.591
Cl 2.524 11.867 2.192 0.554
Cl 0.748 9.656 1.464 0.514
H 2.684 10.334 0.374 0.020
```

***

Molecular formula: C27H33FN4PbS
Method: DFT, the ωB97M-V functional and the def2-TZVPD basis

Summary:
- HOMO (eV) = -6.6623
- HOMO-LUMO gap (Eh) = 0.23041
- energy above the lowest of the compared OMol25 structures with the same formula, charge and spin (eV) = 0.549
- LUMO (eV) = -0.39

```
67
Properties=species:S:1:pos:R:3:nbo_charge:R:1
Pb -0.855 0.014 -0.214 1.051
C 0.895 -4.147 2.104 -0.604
C -0.345 -4.312 1.225 -0.245
C 0.091 -4.283 -0.244 -0.593
C -1.410 -3.266 1.494 -0.018
C -2.516 -3.171 0.653 -0.192
C -3.464 -2.178 0.816 -0.216
C -3.366 -1.256 1.853 -0.026
C -4.384 -0.167 2.016 -0.629
C -2.298 -1.385 2.731 -0.229
C -1.335 -2.365 2.552 -0.164
H 1.658 -4.865 1.809 0.212
H 0.669 -4.311 3.156 0.206
H 1.312 -3.148 1.983 0.205
H -0.783 -5.299 1.429 0.206
H 0.467 -3.298 -0.508 0.214
H -0.728 -4.520 -0.916 0.209
H 0.885 -5.006 -0.416 0.205
H -2.641 -3.875 -0.156 0.213
H -4.286 -2.110 0.118 0.212
H -5.236 -0.523 2.596 0.223
H -4.754 0.162 1.047 0.218
H -3.958 0.689 2.537 0.210
H -2.202 -0.701 3.564 0.203
H -0.517 -2.407 3.254 0.206
C 1.373 -1.152 -5.856 -0.617
C 1.228 -2.269 -4.824 -0.222
N 1.821 -1.905 -3.563 -0.579
C 1.180 -1.233 -2.583 0.311
S -0.536 -1.226 -2.558 -0.347
N 1.983 -0.667 -1.712 -0.469
N 1.474 0.023 -0.700 -0.269
C 2.322 0.663 0.058 0.189
C 3.794 0.539 -0.198 -0.668
C 1.804 1.430 1.159 0.175
C 2.619 2.288 1.913 -0.226
C 2.103 2.893 3.036 -0.150
C 0.771 2.671 3.375 -0.244
C 0.009 1.884 2.534 0.067
N 0.504 1.280 1.467 -0.483
H 0.898 -1.437 -6.790 0.212
H 2.423 -0.937 -6.045 0.199
H 0.892 -0.248 -5.488 0.217
H 1.710 -3.186 -5.176 0.193
H 0.170 -2.464 -4.638 0.230
H 2.825 -1.784 -3.547 0.395
H 4.006 -0.501 -0.437 0.252
H 4.390 0.836 0.657 0.212
H 4.072 1.131 -1.068 0.237
H 3.636 2.468 1.607 0.223
H 2.728 3.534 3.638 0.223
H 0.347 3.103 4.267 0.225
H -1.043 1.717 2.730 0.201
F 0.238 6.860 1.030 -0.339
C -0.170 5.701 0.446 0.360
C -1.346 5.104 0.861 -0.278
C -1.755 3.928 0.259 -0.220
C -0.998 3.324 -0.750 -0.042
C -1.402 2.071 -1.399 -0.839
C 0.184 3.961 -1.139 -0.213
C 0.602 5.141 -0.557 -0.276
H -1.932 5.570 1.638 0.222
H -2.683 3.470 0.573 0.206
H -0.941 1.982 -2.380 0.217
H -2.483 2.009 -1.508 0.209
H 0.774 3.521 -1.932 0.209
H 1.503 5.635 -0.885 0.223
```

***

Sequential E output: -122875.76276 -214718.68388 -53295.84060 eV